Below is C38H32F2NNiSb2Te as an isolated structure, with properties calculated with the ωB97M-V functional and the def2-TZVPD basis.

Its strongest force on any atom is 1.03 eV/A. The total charge is -1. The highest occupied orbital energy comes out at -2.91 eV. The value obtained for the orbital gap is 5.4 eV. Its total energy is -3978.54829 hartree. The calculation puts the energy relative to the best compared isomer or geometry (same formula, charge and spin) at 0.0 kcal/mol. The LUMO energy is 2.5 eV.

```
77
C38H32F2NNiSb2Te, DFT the ωB97M-V functional and the def2-TZVPD basis
Ni -1.269 0.211 0.566
F -2.481 4.028 3.977
C -2.586 2.719 3.632
C -2.055 2.289 2.441
C -2.141 0.941 2.072
C -2.814 0.049 2.942
C -3.326 0.555 4.135
F -3.945 -0.267 5.031
C -3.231 1.874 4.517
C -2.926 -1.377 2.548
C -3.796 -2.305 3.135
C -3.802 -3.610 2.682
C -2.947 -3.988 1.657
C -2.138 -3.007 1.113
N -2.135 -1.747 1.532
H -1.596 3.019 1.786
H -3.637 2.219 5.456
H -4.463 -2.004 3.924
H -4.478 -4.330 3.128
H -2.916 -5.000 1.279
H -1.469 -3.236 0.289
C 2.394 -1.581 0.444
C 2.352 -1.656 -1.088
C 0.990 -2.024 -1.691
Sb -0.584 -0.455 -1.682
C 0.322 0.824 -3.132
C 1.485 0.469 -3.810
C 2.046 1.324 -4.752
C 1.443 2.542 -5.030
C 0.279 2.900 -4.364
C -0.277 2.049 -3.419
C -1.773 -1.674 -2.974
C -2.832 -2.420 -2.462
C -3.563 -3.266 -3.282
C -3.258 -3.364 -4.635
C -2.219 -2.610 -5.157
C -1.475 -1.776 -4.328
Sb 1.061 -0.141 1.348
C 2.305 0.330 3.040
C 3.239 -0.558 3.565
C 4.025 -0.201 4.656
C 3.873 1.046 5.241
C 2.932 1.934 4.734
C 2.153 1.577 3.644
C 1.854 1.549 0.240
C 3.223 1.651 -0.010
C 3.742 2.710 -0.740
C 2.893 3.699 -1.223
C 1.534 3.620 -0.964
C 1.018 2.551 -0.240
H 3.396 -1.311 0.784
H 2.162 -2.559 0.877
H 3.101 -2.399 -1.391
H 2.700 -0.700 -1.489
H 0.547 -2.852 -1.125
H 1.102 -2.379 -2.719
H 1.964 -0.482 -3.616
H 2.954 1.035 -5.267
H 1.879 3.208 -5.765
H -0.199 3.848 -4.578
H -1.185 2.325 -2.892
H -3.125 -2.295 -1.427
H -4.387 -3.835 -2.868
H -3.837 -4.016 -5.279
H -1.985 -2.664 -6.214
H -0.665 -1.194 -4.755
H 3.370 -1.539 3.122
H 4.753 -0.901 5.048
H 4.482 1.326 6.091
H 2.805 2.909 5.189
H 1.427 2.283 3.253
H 3.905 0.900 0.373
H 4.806 2.763 -0.936
H 3.290 4.520 -1.808
H 0.859 4.377 -1.345
H -0.056 2.475 -0.096
Te -3.097 1.073 -0.938
```

---

Below is C38H32F3O2P2Sm as an isolated structure, with properties calculated with the ωB97M-V functional and the def2-TZVPD basis.

Its strongest force on any atom is 18.40 eV/A. The total charge is +2. Its expectation value of S² is 8.79. Its spin multiplicity is 6. The highest occupied orbital energy (alpha / beta) comes out at -14.54 / -14.51 eV. The value obtained for the orbital gap (alpha / beta) is 6.9 / 7.1 eV. Its total energy is -3257.20463 hartree. The calculation puts the energy relative to the best compared isomer or geometry (same formula, charge and spin) at 179.6 kcal/mol. The LUMO energy (alpha / beta) is -7.7 / -7.4 eV.

```
78
C38H32F3O2P2Sm, DFT the ωB97M-V functional and the def2-TZVPD basis
C 0.715 -0.967 -2.327
C -0.317 -1.383 -1.473
C -1.609 -1.536 -1.996
C -1.857 -1.295 -3.345
C -0.820 -0.899 -4.191
C 0.466 -0.732 -3.677
P -0.009 -1.645 0.314
C -1.289 -2.892 0.735
C -2.378 -2.505 1.523
C -3.393 -3.416 1.815
C -3.321 -4.721 1.328
C -2.230 -5.116 0.550
C -1.218 -4.206 0.253
Sm -0.026 -0.019 1.715
P -0.013 1.551 0.213
C -1.352 1.687 -1.026
C -1.181 2.068 -2.360
C -2.285 2.157 -3.210
C -3.563 1.870 -2.736
C -3.739 1.472 -1.409
C -2.640 1.372 -0.562
C -0.269 3.027 1.269
C 0.581 3.146 2.384
C 0.417 4.193 3.286
C -0.591 5.137 3.084
C -1.434 5.029 1.977
C -1.279 3.977 1.073
C 1.552 1.969 -0.642
C 2.633 1.091 -0.502
C 3.867 1.390 -1.080
C 4.031 2.578 -1.793
C 2.966 3.475 -1.911
C 1.734 3.176 -1.332
C 1.563 -2.594 0.325
C 1.983 -3.380 -0.759
C 3.173 -4.104 -0.685
C 3.952 -4.054 0.471
C 3.536 -3.280 1.556
C 2.351 -2.551 1.485
H 1.371 2.412 2.535
H 1.075 4.271 4.148
H -0.720 5.955 3.787
H -2.218 5.764 1.816
H -1.943 3.893 0.218
H -0.189 2.278 -2.742
H -2.140 2.444 -4.248
H -4.420 1.942 -3.401
H -4.732 1.230 -1.037
H -2.758 1.038 0.467
H 2.495 0.183 0.082
H 4.699 0.701 -0.966
H 4.991 2.815 -2.242
H 3.100 4.411 -2.446
H 0.918 3.891 -1.399
H 1.386 -3.421 -1.665
H 3.490 -4.706 -1.533
H 4.881 -4.616 0.525
H 4.136 -3.241 2.460
H 2.018 -1.948 2.326
H -2.403 -1.492 1.918
H -4.232 -3.109 2.433
H -4.106 -5.435 1.563
H -2.163 -6.135 0.181
H -0.369 -4.521 -0.346
H -2.418 -1.851 -1.345
H -2.864 -1.413 -3.735
H -1.016 -0.715 -5.244
H 1.279 -0.418 -4.326
H 1.719 -0.841 -1.940
H -0.080 0.112 -7.320
H 0.662 0.110 -7.270
F -0.779 0.338 7.096
C 0.347 0.008 6.364
F 1.446 0.647 6.906
F 0.542 -1.360 6.428
C 0.166 0.445 4.947
O -0.056 1.706 4.689
O 0.173 -0.442 3.977
```

---

Below is C38H32F3OP2Sn as an isolated structure, with properties calculated with the ωB97M-V functional and the def2-TZVPD basis.

Its strongest force on any atom is 16.49 eV/A. The total charge is +3. The highest occupied orbital energy comes out at -17.14 eV. The value obtained for the orbital gap is 5.5 eV. Its total energy is -2737.88836 hartree. The calculation puts the energy relative to the best compared isomer or geometry (same formula, charge and spin) at 80.0 kcal/mol. The LUMO energy is -11.7 eV.

```
77
C38H32F3OP2Sn, DFT the ωB97M-V functional and the def2-TZVPD basis
Sn 0.149 -0.036 0.156
P -0.821 -2.100 0.610
C 0.809 0.141 1.850
O 1.226 0.258 2.933
P 1.120 1.950 -0.567
C -0.892 -2.608 2.365
C 0.013 -3.532 -0.169
C -2.559 -2.204 0.064
C -0.008 3.353 -0.898
C 2.350 2.707 0.554
C 2.047 1.702 -2.119
C -2.103 -2.774 3.047
C -2.105 -3.146 4.392
C -0.902 -3.357 5.064
C 0.309 -3.193 4.387
C 0.315 -2.818 3.048
H -3.042 -2.618 2.526
H -3.050 -3.273 4.913
H -0.906 -3.647 6.111
H 1.250 -3.351 4.906
H 1.259 -2.687 2.526
C -3.410 -1.141 0.396
C -4.757 -1.187 0.045
C -5.260 -2.287 -0.653
C -4.413 -3.341 -0.997
C -3.066 -3.303 -0.638
H -2.999 -0.278 0.914
H -5.411 -0.359 0.304
H -6.308 -2.317 -0.938
H -4.799 -4.192 -1.550
H -2.407 -4.120 -0.914
C -0.060 -4.810 0.405
C 0.565 -5.894 -0.209
C 1.270 -5.712 -1.400
C 1.346 -4.443 -1.975
C 0.725 -3.355 -1.364
H -0.598 -4.954 1.337
H 0.505 -6.879 0.246
H 1.760 -6.557 -1.875
H 1.895 -4.297 -2.901
H 0.774 -2.367 -1.811
C 3.706 2.802 0.224
C 4.609 3.370 1.124
C 4.166 3.848 2.356
C 2.812 3.757 2.690
C 1.910 3.187 1.797
H 4.054 2.438 -0.737
H 5.660 3.439 0.858
H 4.870 4.289 3.055
H 2.461 4.123 3.651
H 0.859 3.112 2.063
C -1.342 3.104 -1.248
C -2.202 4.166 -1.523
C -1.744 5.482 -1.446
C -0.418 5.736 -1.093
C 0.448 4.678 -0.819
H -1.691 2.078 -1.313
H -3.235 3.964 -1.794
H -2.418 6.308 -1.655
H -0.056 6.758 -1.026
H 1.476 4.880 -0.535
C 2.109 2.668 -3.128
C 2.852 2.424 -4.283
C 3.540 1.220 -4.433
C 3.481 0.253 -3.428
C 2.731 0.488 -2.279
H 1.566 3.602 -3.018
H 2.889 3.175 -5.068
H 4.114 1.032 -5.337
H 4.007 -0.690 -3.546
H 2.651 -0.268 -1.501
H -3.644 0.821 -2.971
H -3.228 0.477 -3.483
F -2.598 1.652 0.545
C -1.426 1.334 1.213
F -1.767 0.748 2.425
F -1.015 2.574 1.543
```